No. 1
106
Properties=species:S:1:pos:R:3:mulliken_charge:R:1 method="wB97M-V/def2-TZVPD" gap_ev=5.881 total_charge=-1 e_lumo_ev=2.43 max_force_ev_per_a=2.29
Li -0.64813 -0.33659 -1.11342 0.6073
C 0.62037 0.30142 -4.93563 -1.2912
C 0.66824 0.79661 -3.63068 -0.3700
N -0.42003 0.44570 -2.97042 -0.1367
N -1.17380 -0.26432 -3.79301 0.8525
C -0.57801 -0.37950 -4.98582 -0.4111
B -2.52937 -0.85451 -3.41009 -0.3621
N -2.37049 -2.18672 -2.67134 0.3234
C -2.33466 -3.38980 -3.25624 -0.3054
C -2.33062 -4.34856 -2.26572 -1.2031
C -2.36015 -3.60627 -1.08467 -0.1322
N -2.37491 -2.30930 -1.35190 -0.0725
N -3.30757 0.08900 -2.50463 -0.3679
C -4.57002 0.50270 -2.70024 -0.5297
C -4.96207 1.21676 -1.58731 -1.5821
C -3.83941 1.17595 -0.75718 -0.4182
N -2.86346 0.49155 -1.32427 0.8261
H 1.34469 0.41592 -5.72080 0.4367
H 1.41968 1.39945 -3.15304 0.3454
H -1.02192 -0.94138 -5.78791 0.4456
H -3.15815 -1.04800 -4.41376 -0.2462
H -2.30850 -3.49169 -4.32320 0.4696
H -2.30981 -5.41624 -2.38480 0.4726
H -2.39006 -3.95804 -0.06924 0.4453
H -5.11251 0.24696 -3.59026 0.4178
H -5.90570 1.69420 -1.40394 0.4502
H -3.70657 1.61497 0.21163 0.6488
O 0.33784 -2.39530 -2.60571 -0.6603
S 1.36086 -2.35573 -1.56336 0.5710
C 0.67746 -3.18556 -0.06647 2.0531
C 0.98433 -4.66499 -0.15990 -0.6380
C 2.40714 -4.74901 -0.70136 -0.7173
C 2.41007 -3.88725 -1.94388 -0.8297
H -0.37764 -2.94961 -0.01921 -1.0210
H 1.17409 -2.72711 0.78122 -1.1722
H 0.29480 -5.14263 -0.85890 0.3062
H 0.89013 -5.15897 0.80843 0.3611
H 2.70136 -5.78014 -0.91457 0.4295
H 3.10387 -4.34145 0.03375 0.2411
H 1.88701 -4.36839 -2.76854 0.3003
H 3.40245 -3.57566 -2.26382 0.3939
C 4.25528 3.56585 1.50789 -1.7457
C 3.52764 2.58665 0.58254 1.6908
C 4.52550 1.82549 -0.29201 -1.5738
C 2.49414 3.28817 -0.26780 0.6814
C 2.92493 4.22755 -1.19450 -0.3321
C 2.02438 4.89662 -1.99743 -1.5710
C 0.67677 4.63577 -1.85972 -0.7632
C 0.20972 3.69384 -0.95617 0.3496
C -1.27349 3.46968 -0.80143 3.3511
C -1.86101 4.55251 0.11028 -1.8931
C -2.00143 3.44330 -2.14332 -1.7785
C 1.12272 2.99841 -0.14670 -0.4175
N 0.69444 2.06405 0.81410 0.4726
B 0.30042 0.65755 0.67461 1.4197
N 0.27328 0.26848 2.09094 0.5535
C 0.53777 1.34947 2.91598 -0.9384
C 0.80722 2.41995 2.15012 -1.3806
C -0.00946 -0.99269 2.63954 -0.2887
C 1.00202 -1.89161 3.03436 0.7884
C 0.63359 -3.15445 3.49190 -0.5185
C -0.68506 -3.53633 3.60093 -1.3547
C -1.67535 -2.63371 3.26542 -0.5277
C -1.35868 -1.37684 2.77529 0.4333
C -2.45973 -0.38592 2.47751 2.5607
C -3.64128 -1.00214 1.73267 -1.3603
C -2.91831 0.25373 3.79401 -1.7337
C 2.49708 -1.61094 3.08651 0.2471
C 2.83362 -0.82567 4.35924 -1.7382
C 3.07374 -0.91618 1.85850 -0.4659
H 4.94423 3.02370 2.15662 0.4569
H 3.53876 4.09509 2.13335 0.3425
H 4.82183 4.30175 0.93790 0.3278
H 3.01429 1.85849 1.20891 -0.7840
H 5.08858 2.50493 -0.92918 0.3729
H 3.99759 1.11603 -0.92414 0.2940
H 5.23357 1.27884 0.32917 0.4302
H 3.97971 4.44981 -1.28397 0.3647
H 2.37356 5.62143 -2.72240 0.3670
H -0.02553 5.18958 -2.46665 0.3132
H -1.40257 2.49259 -0.32891 -1.4192
H -1.70687 5.54203 -0.32100 0.3612
H -1.38849 4.52664 1.09165 0.3089
H -2.93081 4.39343 0.24040 0.4823
H -1.91404 4.38910 -2.67241 0.5024
H -3.05631 3.23593 -1.99058 0.4459
H -1.58003 2.65117 -2.75558 0.2289
H 0.48202 1.29162 3.99121 0.6383
H 1.05898 3.42129 2.45826 0.4827
H 1.40956 -3.86043 3.76510 0.3455
H -0.93485 -4.53048 3.94853 0.3915
H -2.71052 -2.92029 3.38200 0.3364
H -2.04056 0.38829 1.82907 -1.1988
H -4.09798 -1.82109 2.28523 0.4309
H -3.31272 -1.36329 0.76274 0.0427
H -4.40765 -0.24787 1.57174 0.4905
H -3.33131 -0.49750 4.46747 0.3367
H -3.68660 0.99876 3.59552 0.4413
H -2.08223 0.73975 4.29378 0.2996
H 2.99134 -2.58855 3.17939 0.4994
H 2.47101 0.19547 4.28372 0.2196
H 3.91513 -0.79339 4.51192 0.4639
H 2.37646 -1.29922 5.23020 0.4002
H 2.52487 -0.00785 1.64848 -0.5612
H 3.00491 -1.55317 0.98079 -0.2262
H 4.12132 -0.67162 2.02860 0.6743

No. 2
103
Properties=species:S:1:pos:R:3:mulliken_charge:R:1 method="wB97M-V/def2-TZVPD" gap_ev=6.141 total_charge=+3 e_lumo_ev=-10.79 max_force_ev_per_a=2.18
Os -0.41840 -1.16453 -0.05225 0.9173
C 0.04484 -2.37813 -2.62971 -1.7211
C -0.82617 -1.40129 -3.41864 -0.1234
C -2.30265 -1.78428 -3.49654 -1.3705
C -0.59324 -0.03716 -2.85172 -0.0900
C -0.52393 1.19816 -3.44998 -1.2147
C -0.06038 2.10095 -2.48354 0.3353
C 0.22191 3.53960 -2.82892 0.3143
C 0.31094 4.53455 -1.68406 -1.3709
C 1.43894 3.62885 -3.76294 -1.4047
N 0.09645 1.42290 -1.32573 0.6430
N -0.27713 0.12128 -1.55295 0.4261
B 0.98124 1.60873 -0.02576 0.2013
N 2.03023 0.44685 -0.07924 0.7440
N 1.62939 -0.88763 -0.09500 -0.0747
C 2.73974 -1.66145 -0.10982 -0.6321
C 3.83753 -0.81804 -0.09037 -1.0920
C 3.37890 0.48442 -0.07963 0.0399
C 4.26536 1.70079 -0.07888 -0.0916
C 4.10236 2.55465 -1.33436 -1.2062
C 4.15036 2.52503 1.20019 -1.2272
C 2.91599 -3.16185 -0.16753 0.3239
C 3.71277 -3.52181 -1.43248 -1.3676
C 1.68523 -4.05321 -0.07381 -0.6383
N 0.13820 1.37329 1.28452 0.5051
N -0.23494 0.07604 1.47486 0.6019
C -0.66399 -0.10052 2.73762 0.5354
C -0.63159 1.12579 3.35599 -1.3480
C -0.08399 2.03668 2.43778 0.0514
C 0.22583 3.45212 2.84089 0.2604
C 0.34480 4.49767 1.74436 -1.3679
C 1.44129 3.46274 3.78162 -1.3981
C -0.99102 -1.47035 3.24590 0.5418
C -0.78708 -1.55370 4.76267 -1.6795
C -0.06594 -2.47735 2.56402 0.0358
H -0.05610 -3.41340 -2.95928 0.7336
H -0.29417 -2.45650 -1.55666 0.2946
H 1.09686 -2.09998 -2.64089 0.5441
H -0.42662 -1.38064 -4.43596 0.7578
H -2.77167 -1.77721 -2.51297 0.2117
H -2.41836 -2.77871 -3.92723 0.4403
H -2.84427 -1.08127 -4.12720 0.4433
H -0.70878 1.42525 -4.48662 0.7419
H -0.65444 3.81453 -3.42638 0.6023
H 1.22202 4.42237 -1.10027 0.0742
H -0.54974 4.46352 -1.01796 0.2663
H 0.31623 5.54108 -2.10025 0.5646
H 2.35915 3.38106 -3.23743 0.1797
H 1.52854 4.64853 -4.13505 0.4626
H 1.34540 2.96673 -4.62256 0.4395
H 1.49118 2.66159 -0.00854 -0.7650
H 4.87093 -1.11990 -0.09372 0.7432
H 5.27281 1.27818 -0.10249 0.7252
H 3.13035 3.04609 -1.35532 -0.2365
H 4.21672 1.96115 -2.24210 0.4314
H 4.86405 3.33350 -1.34608 0.5189
H 3.18317 3.02102 1.26704 -0.1860
H 4.91703 3.29904 1.20206 0.5432
H 4.29338 1.91025 2.08961 0.4027
H 3.55015 -3.38653 0.69558 0.5660
H 3.14306 -3.28067 -2.33244 0.2982
H 3.92484 -4.58962 -1.44253 0.4438
H 4.66141 -2.99417 -1.48654 0.4456
H 1.05931 -3.96814 -0.96832 -0.0488
H 1.09595 -3.87617 0.82677 -0.2035
H 2.00906 -5.09223 -0.03040 0.4269
H -0.88847 1.34716 4.37764 0.6683
H -0.64483 3.72234 3.44820 0.6009
H 1.25917 4.39507 1.16449 0.0772
H 0.36644 5.48253 2.20912 0.5625
H -0.51082 4.47751 1.06873 0.2606
H 2.35584 3.21613 3.24613 0.1832
H 1.32606 2.76259 4.60803 0.4295
H 1.55652 4.46117 4.20173 0.4653
H -2.04274 -1.69490 3.03594 0.0424
H 0.23856 -1.29866 5.03026 0.4255
H -0.99629 -2.56310 5.11389 0.4425
H -1.46018 -0.88044 5.28990 0.4290
H 0.97198 -2.32651 2.85958 0.4559
H -0.09992 -2.43847 1.43770 -1.1019
H -0.34760 -3.51430 2.75271 0.6453
C -2.64651 -4.97491 0.03091 -1.0999
C -1.68487 -3.96901 -0.01919 0.2607
N -2.00030 -2.67173 0.01255 0.9464
C -3.30331 -2.34751 0.11649 -0.1502
C -4.33878 -3.28029 0.17235 1.0718
C -3.98091 -4.63741 0.12392 -1.0011
C -5.68662 -2.79074 0.27317 -0.9243
C -5.93904 -1.46186 0.30844 -0.9733
C -4.87096 -0.50187 0.24698 1.0295
C -5.04872 0.89374 0.27036 -1.1245
C -3.93848 1.69591 0.19866 -1.6468
C -2.66117 1.12744 0.10344 0.3000
N -2.46026 -0.18104 0.07929 0.7743
C -3.56035 -0.96595 0.15290 -0.5620
H -2.32660 -6.00633 -0.00293 0.5938
H -0.63490 -4.22204 -0.08780 -0.0745
H -4.74588 -5.40301 0.16285 0.5243
H -6.49304 -3.51053 0.31860 0.5085
H -6.95491 -1.09686 0.38300 0.5080
H -6.04288 1.31617 0.34261 0.5069
H -4.02336 2.77309 0.21317 0.6642
H -1.80120 1.76806 0.04377 0.3619